The following is a quantum chemistry calculation of C25H28BrF5N9OSY as an isolated structure, from the Open Molecules 2025 dataset.

Output
**Lowest unoccupied orbital energy**: -5.21 eV
**Net charge**: +2
**Energy above the lowest of the compared OMol25 structures with the same formula, charge and spin**: 11.95 kcal per mole
**HOMO level**: -13.4240 eV
**Gap between HOMO and LUMO**: 8.209 eV

Last column: Mulliken charge in e.
CARTESIAN COORDINATES (ANGSTROEM)
Y 0.183 -0.506 0.181  0.65
C 1.627 -3.307 -0.750  -0.45
C 1.404 -2.707 -2.135  -1.01
N 0.569 -1.467 -2.093  -0.05
C 1.112 -0.382 -2.944  -1.20
C 2.270 0.316 -2.266  0.65
C 3.371 0.799 -2.949  -1.16
C 4.358 1.461 -2.231  -0.61
C 4.229 1.607 -0.858  -1.04
C 3.102 1.092 -0.240  0.93
C 2.849 1.223 1.246  -1.55
N 2.143 0.028 1.773  -0.20
C 3.091 -1.116 1.975  -0.94
C 2.539 -2.445 1.472  -0.60
N 2.016 -2.194 0.124  -0.04
N 2.150 0.466 -0.942  0.95
H 2.397 -4.082 -0.812  0.54
H 0.717 -3.774 -0.371  0.17
H 0.961 -3.443 -2.805  0.51
H 2.375 -2.436 -2.557  0.40
H -0.359 -1.699 -2.436  0.33
H 0.314 0.350 -3.096  0.38
H 1.410 -0.749 -3.929  0.55
H 3.458 0.661 -4.018  0.55
H 5.231 1.848 -2.738  0.44
H 4.993 2.107 -0.278  0.56
H 2.214 2.095 1.417  0.48
H 3.792 1.396 1.770  0.54
H 1.771 0.281 2.683  0.36
H 3.381 -1.194 3.023  0.54
H 4.002 -0.889 1.415  0.32
H 1.743 -2.814 2.116  0.24
H 3.341 -3.190 1.473  0.53
H 2.743 -1.684 -0.372  0.26
C -5.210 3.053 1.141  -1.20
C -3.994 2.902 0.313  1.08
N -3.903 3.126 -0.958  -0.88
N -2.600 2.876 -1.259  0.33
C -1.875 2.500 -0.214  0.40
S -0.192 2.197 -0.216  -0.54
N -2.756 2.516 0.809  0.44
N -2.439 2.155 2.111  -0.67
H -6.023 3.401 0.509  0.36
H -5.047 3.784 1.934  0.34
H -5.497 2.104 1.594  0.24
H -2.267 3.013 -2.199  0.18
H -2.423 2.983 2.698  0.27
H -3.142 1.508 2.451  0.11
Br -2.947 0.142 5.036  -0.08
C -2.124 -1.177 3.978  -0.58
C -2.445 -2.517 4.132  -0.06
C -1.815 -3.442 3.318  -1.26
C -0.902 -2.995 2.379  0.20
N -0.590 -1.702 2.230  0.22
C -1.194 -0.809 3.024  -0.07
H -3.171 -2.828 4.872  0.49
H -2.035 -4.497 3.400  0.52
H -0.410 -3.697 1.716  0.23
H -0.963 0.242 2.871  0.58
F -5.639 -4.505 0.952  -0.31
C -4.753 -3.554 0.691  0.94
C -4.987 -2.249 1.093  -0.04
F -6.100 -1.945 1.750  -0.32
C -4.059 -1.257 0.828  -0.30
F -4.304 -0.002 1.254  -0.26
C -2.868 -1.515 0.151  1.10
O -1.949 -0.595 -0.084  -0.63
C -2.671 -2.843 -0.230  -0.27
F -1.485 -3.141 -0.828  -0.20
C -3.577 -3.852 0.021  -0.06
F -3.308 -5.099 -0.347  -0.31